A molecular structure, C20H29BrGeNSr. Source: the OMol25 dataset; level of theory: ωB97M-V/def2-TZVPD.

Summary:
- orbital gap (spin up / spin down) (hartree) = 0.29065 / 0.22907
- net charge = +1
- HOMO level (spin up / spin down) (eV) = -12.1 / -10.5
- energy above the lowest of the compared OMol25 structures with the same formula, charge and spin (eV) = 2.0296

Last column: Löwdin charge in e.
Atoms and positions in Å:
Sr: 0.805 0.474 -0.431  1.0473
Br: -1.373 2.018 -1.260  -0.1206
Ge: -1.033 1.023 2.221  0.8652
N: -0.630 -1.256 -1.973  -0.0024
C: -0.061 4.260 2.571  -0.1311
C: 3.575 -0.583 -0.938  -0.1147
C: -1.634 -0.729 1.476  -0.4006
C: -0.156 -1.789 -3.239  -0.2414
C: 3.072 1.422 -2.178  -0.1073
C: -0.986 -2.581 -4.022  -0.0154
C: 0.821 -2.052 2.735  -0.1137
C: 2.768 -1.328 -1.788  -0.0540
C: -0.554 -3.062 -5.247  -0.0551
C: 2.294 0.630 -2.979  0.1025
C: 3.723 0.789 -1.117  -0.1175
C: -0.509 -2.764 2.515  -0.2589
C: -2.339 3.410 3.385  -0.2925
C: -2.471 2.348 2.290  -0.3747
C: 0.713 -2.740 -5.711  -0.0563
C: -1.727 -1.842 2.534  -0.2817
C: -1.491 4.611 2.967  -0.2643
C: 1.548 -1.955 -4.934  -0.0099
C: 2.069 -0.714 -2.842  -0.2481
C: 1.126 -1.489 -3.692  -0.1489
H: 0.839 -1.520 3.686  0.0760
H: -1.471 5.327 3.791  0.1090
H: -0.626 -3.526 3.287  0.1143
H: -0.039 3.655 1.659  0.0248
H: -1.206 -0.426 -2.160  -0.0053
H: 1.021 -1.303 1.953  0.0176
H: -2.590 -0.510 0.997  0.0682
H: -1.845 -1.422 3.537  0.0987
H: 1.654 -2.754 2.721  0.0788
H: -0.982 -1.115 0.677  -0.0111
H: 0.521 5.159 2.367  0.0756
H: -0.381 0.790 3.602  -0.0405
H: -2.546 2.808 1.305  0.0193
H: -1.981 5.117 2.131  0.1126
H: -3.379 1.750 2.425  0.0719
H: 4.346 1.363 -0.442  0.1251
H: 1.051 -3.103 -6.672  0.1141
H: -1.264 -1.920 -1.539  0.0901
H: -3.337 3.767 3.646  0.1096
H: -1.985 -2.808 -3.670  0.1210
H: 2.543 -1.707 -5.281  0.1259
H: 4.090 -1.080 -0.125  0.1244
H: 3.168 2.489 -2.343  0.1276
H: -1.927 2.972 4.300  0.0977
H: -2.623 -2.438 2.350  0.1128
H: -1.213 -3.677 -5.845  0.1147
H: 0.448 3.708 3.366  0.0718
H: -0.485 -3.300 1.560  0.1081
H: 2.648 -2.394 -1.629  0.1412


A molecular structure, C20H29BrGeNSr at a distorted geometry. Source: the OMol25 dataset; level of theory: ωB97M-V/def2-TZVPD.

Summary:
- orbital gap (spin up / spin down) (hartree) = 0.28271 / 0.20188
- net charge = +1
- HOMO level (spin up / spin down) (eV) = -12.0 / -10.4
- energy above the lowest of the compared OMol25 structures with the same formula, charge and spin (eV) = 3.3194

Last column: Löwdin charge in e.
Atoms and positions in Å:
Sr: 0.338 -1.160 -0.888  1.1403
Br: 2.742 -0.615 0.550  -0.1216
Ge: -0.397 -0.350 2.307  0.8530
N: 1.466 1.341 -1.973  0.0499
C: -0.078 -2.150 5.599  -0.2706
C: 2.633 2.602 -5.287  -0.0569
C: -0.291 1.394 1.359  -0.4097
C: -2.585 2.456 0.980  -0.2713
C: 1.925 0.315 -5.502  -0.0056
C: 0.860 -3.137 -2.549  -0.1312
C: 0.785 -0.483 3.861  -0.3762
C: -0.867 -2.997 4.610  -0.1295
C: 0.055 -0.683 5.198  -0.2966
C: 1.860 1.432 -3.348  -0.2470
C: 1.550 -2.014 -3.028  0.0859
C: -0.450 -0.747 -3.329  -0.0850
C: -1.198 -1.838 -2.856  -0.1361
C: -1.347 2.393 1.872  -0.2842
C: 2.351 2.590 -3.926  -0.0065
C: -0.543 -3.049 -2.472  -0.1379
C: 2.427 1.480 -6.068  -0.0611
C: 1.650 0.298 -4.147  -0.1592
C: -3.473 1.221 1.012  -0.1237
C: 0.982 -0.824 -3.452  -0.2621
H: 2.519 3.475 -3.326  0.1207
H: 2.641 1.516 -7.127  0.1136
H: 1.523 -1.272 3.704  0.0580
H: -0.956 -4.028 4.954  0.0734
H: 1.352 0.452 3.847  0.0661
H: -0.902 3.390 1.909  0.1115
H: 1.366 -4.063 -2.312  0.1310
H: -4.357 1.365 0.391  0.0739
H: -0.940 -0.226 5.175  0.0920
H: 0.609 -0.157 5.979  0.1088
H: 3.022 3.503 -5.741  0.1153
H: 2.197 0.891 -1.413  -0.0286
H: 0.923 -2.573 5.721  0.1105
H: -0.385 -3.033 3.628  0.0452
H: -2.962 0.324 0.644  0.0396
H: -1.113 -3.924 -2.191  0.1283
H: 1.339 2.258 -1.557  0.0988
H: -0.368 1.359 0.264  0.0137
H: -2.258 2.641 -0.049  0.1031
H: -1.879 -2.611 4.467  0.0668
H: -1.849 -0.548 2.810  -0.0417
H: -2.279 -1.790 -2.850  0.1282
H: -0.931 0.155 -3.686  0.1467
H: 0.734 1.709 1.572  0.0468
H: -0.559 -2.204 6.578  0.1087
H: -3.178 3.327 1.267  0.1112
H: 1.745 -0.562 -6.109  0.1261
H: -3.810 0.992 2.024  0.0744
H: -1.637 2.163 2.902  0.1010


A molecular structure, C20H29CeN6OPS3 at a distorted geometry. Source: the OMol25 dataset; level of theory: ωB97M-V/def2-TZVPD.

Summary:
- orbital gap (spin up / spin down) (hartree) = 0.24493 / 0.24513
- net charge = +1
- HOMO level (spin up / spin down) (eV) = -9.2 / -9.2
- spin multiplicity = 2

Last column: Löwdin charge in e.
Atoms and positions in Å:
Ce: -0.041 0.997 -0.606  0.5136
S: 1.073 3.402 -0.869  0.5270
S: 2.622 0.868 -0.436  0.4819
S: 3.487 2.848 -2.476  0.5399
P: 0.087 -1.338 1.029  0.9425
O: -0.870 0.432 1.391  -0.6011
N: 0.019 2.283 -3.829  0.1496
N: 1.267 -3.993 1.563  -0.0823
N: 1.513 -2.276 3.249  -0.1407
N: 0.360 0.126 -2.933  -0.0101
N: -0.642 -3.296 2.890  -0.1423
N: -1.655 1.893 -2.230  -0.0382
C: -2.738 1.329 2.628  -0.0332
C: 2.163 -1.233 -3.739  -0.0418
C: 0.274 -2.720 3.871  -0.1434
C: 0.989 -2.994 0.485  -0.2322
C: 2.429 2.385 -1.304  -1.7196
C: 1.062 -1.026 -2.954  -0.1494
C: -0.652 2.676 2.215  -0.0537
C: -0.038 -4.401 2.234  -0.1165
C: -2.809 4.341 -2.818  -0.0245
C: -1.687 3.925 -3.490  0.0194
C: -2.772 2.311 -1.600  -0.1295
C: 0.743 1.103 -3.761  -0.3121
C: 1.854 0.970 -4.601  -0.0289
C: 2.170 -3.361 2.619  -0.1097
C: -1.221 1.283 2.481  -0.4949
C: -3.376 3.516 -1.842  -0.0375
C: 2.576 -0.195 -4.575  -0.0266
C: -1.200 -2.286 1.993  -0.2437
C: 1.333 -1.096 2.405  -0.2458
C: -1.114 2.688 -3.161  -0.3255
H: -3.259 5.297 -3.047  0.1223
H: 2.284 -0.810 1.953  0.0778
H: -1.780 -1.578 2.582  0.0874
H: -1.881 -2.767 1.286  0.1044
H: -0.208 -1.873 4.357  0.1409
H: 3.081 -3.034 2.119  0.1483
H: -0.783 0.894 3.408  0.1298
H: 2.697 -2.172 -3.703  0.1129
H: -3.139 0.369 2.956  0.0747
H: -0.829 3.341 3.060  0.0992
H: -1.133 3.117 1.335  0.0732
H: -1.239 4.542 -4.257  0.1279
H: 1.721 -4.825 1.185  0.1804
H: 0.199 -5.185 2.955  0.1453
H: 2.152 1.793 -5.236  0.1216
H: 0.387 -3.483 -0.285  0.0904
H: 0.462 3.003 -4.376  0.1530
H: 0.502 -3.475 4.627  0.1394
H: 1.941 -2.707 0.030  0.0939
H: 0.425 2.621 2.045  0.0754
H: -4.262 3.808 -1.297  0.1150
H: 0.679 -1.809 -2.309  0.1021
H: 2.404 -4.138 3.348  0.1452
H: 3.456 -0.300 -5.193  0.1246
H: -0.693 -4.797 1.459  0.1436
H: -3.024 2.088 3.356  0.0906
H: 1.012 -0.267 3.036  0.0963
H: -3.186 1.576 1.664  0.0745
H: -3.194 1.607 -0.889  0.1192


A molecular structure, C20H29FN4PdS at a distorted geometry. Source: the OMol25 dataset; level of theory: ωB97M-V/def2-TZVPD.

Summary:
- orbital gap (hartree) = 0.13373
- net charge = -2
- HOMO level (eV) = 1.4

Last column: Löwdin charge in e.
Atoms and positions in Å:
Pd: 0.388 -0.143 -0.309  0.2460
S: -0.864 1.550 -1.706  0.6751
F: 3.006 5.098 -0.631  -0.0795
N: -0.409 1.946 1.280  0.0037
N: -1.038 2.973 0.574  -0.0985
N: -1.229 -1.879 0.284  0.0002
N: -1.292 4.162 -1.347  0.0207
C: -2.130 -6.301 -1.964  -0.0965
C: -2.095 -1.820 1.446  -0.6461
C: -2.963 -3.035 1.814  -0.0909
C: 1.094 -2.892 -3.814  -0.0767
C: -1.190 -1.530 2.658  -0.0805
C: 2.545 0.870 -0.119  -0.4275
C: 2.867 3.716 -0.445  -0.3430
C: -0.519 -4.598 -2.856  -0.0958
C: 2.749 1.515 -1.421  -0.1237
C: -1.447 -4.953 -1.888  -0.3447
C: 2.674 1.804 1.007  -0.1641
C: 2.532 -0.531 0.049  -0.1787
C: -1.137 -2.812 -0.671  -0.2900
C: 2.880 2.867 -1.572  -0.0990
C: -0.217 -2.477 -1.739  -0.0425
C: 0.092 -3.326 -2.767  -0.3146
C: -1.058 2.897 -0.788  -0.9084
C: -1.767 -4.099 -0.831  -0.0318
C: -3.044 -0.622 1.257  -0.0735
C: 2.818 3.183 0.818  -0.1290
H: -3.509 -2.814 2.741  0.0652
H: -3.218 -6.193 -2.028  0.0619
H: 2.721 -0.942 1.035  0.0160
H: -2.467 0.223 0.875  0.0417
H: -3.696 -3.249 1.036  0.0628
H: 2.893 3.848 1.676  0.0915
H: -2.495 -4.459 -0.126  0.0558
H: 0.251 -1.456 -1.639  0.0286
H: -1.794 -6.862 -2.840  0.0528
H: -0.282 -5.275 -3.673  0.0739
H: -0.652 -2.438 2.948  0.0701
H: -0.625 4.850 -1.014  0.0711
H: 1.195 -3.646 -4.600  0.0519
H: -0.449 -0.787 2.357  0.0457
H: -0.786 1.864 2.211  0.0747
H: 2.078 -2.727 -3.369  0.0662
H: -3.810 -0.870 0.514  0.0723
H: -3.543 -0.339 2.196  0.0620
H: 2.809 -1.169 -0.782  0.0171
H: -0.887 3.912 0.915  0.1148
H: -1.764 -1.167 3.523  0.0613
H: 0.793 -1.949 -4.278  0.0687
H: -1.224 4.078 -2.351  0.0476
H: 2.734 0.880 -2.299  0.0869
H: 2.710 1.397 2.013  0.0767
H: -2.352 -3.925 1.982  0.0701
H: 2.977 3.302 -2.562  0.0886
H: 0.602 2.073 1.288  0.0313
H: -1.917 -6.904 -1.075  0.0620


no.,total energy (eV)
1,-150088.69107
2,-150087.40134
3,-86918.22963
4,-44200.36641